Molecular formula: C3H3LiO3Sm
Method: DFT, ωB97M-V with the def2-TZVPD basis set

Values from the calculation:
- molar mass (g/mol) = 244.4
- multiplicity = 7
- highest occupied orbital energy (spin up / spin down) (eV) = -24.88 / -28.24
- maximum force (eV/A) = 4.4
- electronic energy (Ha) = -1005.43186
- expectation value of S² = 12.0063
- charge = +4
- energy above the lowest of the compared OMol25 structures with the same formula, charge and spin (eV) = 0.633

Cartesian coordinates (Å):
1 O -0.946 0.574 0.553
2 C -0.849 -0.472 -0.077
3 C 1.575 1.216 -0.008
4 O -1.437 -1.545 0.061
5 O 0.297 -0.569 -0.931
6 C 1.446 -0.054 -0.628
7 Li -2.284 1.339 1.660
8 H 2.368 1.329 0.732
9 H 1.016 2.083 -0.361
10 H 2.260 -0.782 -0.617
11 Sm -3.446 -3.118 -0.384

Molecular formula: C3H3LiO9
Method: DFT, ωB97M-V with the def2-TZVPD basis set

Values from the calculation:
- molar mass (g/mol) = 190.0
- multiplicity = 1
- highest occupied orbital energy (eV) = -1.26
- maximum force (eV/A) = 5.0
- electronic energy (Ha) = -801.04152
- charge = -2
- energy above the lowest of the compared OMol25 structures with the same formula, charge and spin (eV) = 1.040

Cartesian coordinates (Å):
1 Li -0.037 0.039 0.696
2 O -0.154 2.267 -1.733
3 C -0.610 2.759 -0.580
4 O -0.512 2.080 0.462
5 O -1.063 3.891 -0.686
6 H 0.126 1.393 -1.451
7 O -2.277 -2.479 2.229
8 C -1.602 -1.485 1.691
9 O -1.181 -0.494 2.325
10 O -1.297 -1.627 0.501
11 H -2.469 -3.053 1.485
12 O 3.008 -1.236 -1.310
13 C 2.122 -0.541 -0.677
14 O 1.194 -0.081 -1.326
15 O 2.163 -0.355 0.533
16 H 2.589 -1.079 -2.160

Molecular formula: C3H3MgO4Pd
Method: DFT, ωB97M-V with the def2-TZVPD basis set

Values from the calculation:
- molar mass (g/mol) = 233.8
- multiplicity = 3
- highest occupied orbital energy (spin up / spin down) (eV) = -2.02 / -2.55
- maximum force (eV/A) = 18.8
- electronic energy (Ha) = -744.71860
- expectation value of S² = 2.1993
- charge = -1
- energy above the lowest of the compared OMol25 structures with the same formula, charge and spin (eV) = 6.565

Cartesian coordinates (Å):
1 O -2.080 0.942 0.081
2 C -1.891 -0.305 0.345
3 O -2.325 -0.859 1.358
4 Pd -0.848 1.760 -0.672
5 O 0.137 0.549 -1.139
6 C 0.055 -0.647 -0.520
7 C 1.318 -0.914 0.311
8 O 1.993 0.211 0.760
9 Mg 1.503 1.826 -0.158
10 H 1.967 -1.537 -0.346
11 H 1.001 -1.573 1.147
12 H -1.343 -1.317 -0.543

Molecular formula: C3H3N2
Method: DFT, ωB97M-V with the def2-TZVPD basis set

Values from the calculation:
- SMILES string = N#CC#C[NH3+]
- molar mass (g/mol) = 67.1
- multiplicity = 1
- highest occupied orbital energy (eV) = -15.97
- maximum force (eV/A) = 5.7
- electronic energy (Ha) = -225.20669
- charge = +1
- energy above the lowest of the compared OMol25 structures with the same formula, charge and spin (eV) = 1.392

Cartesian coordinates (Å):
1 C 1.063 0.018 0.074
2 C -0.157 -0.005 0.145
3 C 2.424 0.176 -0.068
4 N 3.547 0.319 -0.316
5 N -1.532 -0.099 0.120
6 H -2.052 0.365 0.813
7 H -1.707 -1.037 0.016
8 H -1.586 0.263 -0.785

Molecular formula: C3H3N2
Method: DFT, ωB97M-V with the def2-TZVPD basis set

Values from the calculation:
- molar mass (g/mol) = 67.1
- multiplicity = 1
- highest occupied orbital energy (spin up / spin down) (eV) = -16.44 / -16.04
- maximum force (eV/A) = 3.1
- electronic energy (Ha) = -225.11585
- charge = +1
- energy above the lowest of the compared OMol25 structures with the same formula, charge and spin (eV) = 3.864

Cartesian coordinates (Å):
1 C 2.830 -0.288 0.028
2 C -0.697 0.652 0.025
3 C 1.472 -0.488 -0.020
4 N 3.969 -0.161 0.065
5 N 0.409 0.085 0.004
6 H -1.189 0.849 0.972
7 H -1.171 0.984 -0.895
8 H 1.400 -2.560 -0.053

Molecular formula: C3H3N2
Method: DFT, ωB97M-V with the def2-TZVPD basis set

Values from the calculation:
- molar mass (g/mol) = 67.1
- multiplicity = 1
- highest occupied orbital energy (spin up / spin down) (eV) = -18.46 / -15.01
- maximum force (eV/A) = 5.7
- electronic energy (Ha) = -225.09079
- charge = +1
- energy above the lowest of the compared OMol25 structures with the same formula, charge and spin (eV) = 4.546

Cartesian coordinates (Å):
1 C -0.222 -0.464 -4.918
2 C -0.035 0.176 1.434
3 C -0.089 0.210 -1.019
4 N -0.206 -0.395 -3.812
5 N 0.094 0.079 0.115
6 H 0.829 0.123 1.966
7 H -0.989 -0.132 1.766
8 H -0.271 -0.029 -2.186

Molecular formula: C3H3N2
Method: DFT, ωB97M-V with the def2-TZVPD basis set

Values from the calculation:
- SMILES string = N#CC#C[NH3+]
- molar mass (g/mol) = 67.1
- multiplicity = 1
- highest occupied orbital energy (eV) = -16.02
- maximum force (eV/A) = 1.8
- electronic energy (Ha) = -225.23313
- charge = +1
- energy above the lowest of the compared OMol25 structures with the same formula, charge and spin (eV) = 0.673

Cartesian coordinates (Å):
1 C -0.972 0.482 -0.166
2 C 0.093 -0.046 0.016
3 C -2.188 1.085 -0.371
4 N -3.202 1.586 -0.544
5 N 1.331 -0.660 0.226
6 H 1.473 -1.419 -0.463
7 H 1.372 -1.061 1.179
8 H 2.093 0.033 0.122

Molecular formula: C3H3N2O2
Method: DFT, ωB97M-V with the def2-TZVPD basis set

Values from the calculation:
- molar mass (g/mol) = 99.1
- multiplicity = 1
- highest occupied orbital energy (eV) = -2.13
- maximum force (eV/A) = 7.6
- electronic energy (Ha) = -376.06699
- charge = -1
- energy above the lowest of the compared OMol25 structures with the same formula, charge and spin (eV) = 2.723

Cartesian coordinates (Å):
1 C -1.142 0.515 -1.149
2 C -0.319 0.217 -0.039
3 C 1.201 0.276 -0.103
4 N -0.936 -1.912 2.656
5 N -0.660 -1.831 1.536
6 O -1.042 1.609 -0.346
7 O -1.771 0.191 -2.092
8 H 1.542 1.373 -0.491
9 H 1.540 -0.478 -0.871
10 H 1.586 0.042 0.899

Molecular formula: C3H3N2O3S
Method: DFT, ωB97M-V with the def2-TZVPD basis set

Values from the calculation:
- molar mass (g/mol) = 147.1
- multiplicity = 1
- highest occupied orbital energy (eV) = -5.12
- maximum force (eV/A) = 4.8
- electronic energy (Ha) = -849.54324
- charge = -1
- energy above the lowest of the compared OMol25 structures with the same formula, charge and spin (eV) = 1.645

Cartesian coordinates (Å):
1 C 0.734 0.614 -0.536
2 C 0.670 -0.386 0.124
3 C 0.643 1.949 -1.267
4 N -2.135 -0.342 0.378
5 N -3.222 -0.440 0.625
6 O 0.307 -2.938 0.127
7 O -0.923 -1.486 1.713
8 O 1.429 -1.903 2.102
9 S 0.393 -1.824 1.087
10 H 1.643 2.066 -1.964
11 H 0.732 2.783 -0.451
12 H -0.272 1.906 -1.938

Molecular formula: C3H3N2O5
Method: DFT, ωB97M-V with the def2-TZVPD basis set

Values from the calculation:
- molar mass (g/mol) = 147.1
- multiplicity = 1
- highest occupied orbital energy (spin up / spin down) (eV) = -4.85 / -4.85
- maximum force (eV/A) = 5.7
- electronic energy (Ha) = -601.74933
- charge = -1
- energy above the lowest of the compared OMol25 structures with the same formula, charge and spin (eV) = 2.398

Cartesian coordinates (Å):
1 C -1.127 -1.574 -1.125
2 C -3.412 -0.658 0.287
3 C 3.123 -1.636 0.101
4 N -0.017 -1.951 -1.634
5 N 3.245 -0.386 0.130
6 O -3.524 -0.905 1.392
7 O -1.593 -1.672 0.019
8 O -3.518 -0.041 -0.699
9 O 3.773 -2.712 0.216
10 O 2.935 0.737 0.473
11 H -1.914 -1.220 -1.861
12 H 2.053 -1.753 -0.528
13 H -0.042 -1.872 -2.640

Molecular formula: C3H3N2P
Method: DFT, ωB97M-V with the def2-TZVPD basis set

Values from the calculation:
- molar mass (g/mol) = 98.0
- multiplicity = 1
- highest occupied orbital energy (eV) = -10.86
- maximum force (eV/A) = 6.1
- electronic energy (Ha) = -566.81929
- energy above the lowest of the compared OMol25 structures with the same formula, charge and spin (eV) = 3.376

Cartesian coordinates (Å):
1 C -0.417 -1.488 0.043
2 C -1.343 0.733 0.041
3 C -0.166 -0.106 0.188
4 N -0.607 -2.589 -0.066
5 N -2.207 1.407 -0.113
6 P 1.306 0.956 -0.246
7 H -0.383 0.250 1.879
8 H 1.405 0.690 -1.641
9 H 2.413 0.147 -0.085

Molecular formula: C3H3N2P
Method: DFT, ωB97M-V with the def2-TZVPD basis set

Values from the calculation:
- SMILES string = P=C=N[C@@H]1C=N1
- molar mass (g/mol) = 98.0
- multiplicity = 1
- highest occupied orbital energy (eV) = -8.35
- maximum force (eV/A) = 3.2
- electronic energy (Ha) = -566.83445
- energy above the lowest of the compared OMol25 structures with the same formula, charge and spin (eV) = 2.964

Cartesian coordinates (Å):
1 C -0.227 -0.432 -0.858
2 C -1.108 0.229 -1.835
3 C 1.009 0.213 1.233
4 N 0.427 0.456 0.197
5 N -1.741 -0.424 -0.968
6 P 1.887 0.158 2.640
7 H 0.376 -1.356 -1.077
8 H -1.288 0.680 -2.750
9 H 0.665 0.476 3.418

Molecular formula: C3H3N2S
Method: DFT, ωB97M-V with the def2-TZVPD basis set

Values from the calculation:
- SMILES string = [S-]/N=C/[C@H]1C=N1
- molar mass (g/mol) = 99.1
- multiplicity = 1
- highest occupied orbital energy (eV) = -2.30
- maximum force (eV/A) = 5.7
- electronic energy (Ha) = -623.72252
- charge = -1
- energy above the lowest of the compared OMol25 structures with the same formula, charge and spin (eV) = 3.711

Cartesian coordinates (Å):
1 C 0.119 0.634 -0.484
2 C 1.617 0.416 -0.393
3 C -0.887 -0.321 0.112
4 N 1.048 0.247 -1.509
5 N -0.790 -0.614 1.272
6 S -2.009 -1.582 1.906
7 H -0.175 1.724 -0.505
8 H 2.600 0.298 0.118
9 H -1.522 -0.801 -0.518

Molecular formula: C3H3N2S
Method: DFT, ωB97M-V with the def2-TZVPD basis set

Values from the calculation:
- molar mass (g/mol) = 99.1
- multiplicity = 1
- highest occupied orbital energy (spin up / spin down) (eV) = -15.41 / -15.41
- maximum force (eV/A) = 5.6
- electronic energy (Ha) = -623.26666
- charge = +1
- energy above the lowest of the compared OMol25 structures with the same formula, charge and spin (eV) = 6.203

Cartesian coordinates (Å):
1 C 0.527 -1.263 0.790
2 C 0.387 -1.095 -1.304
3 C 0.399 0.196 -0.817
4 N 0.512 -2.004 -0.223
5 N 0.310 0.017 0.619
6 S 0.564 1.850 1.979
7 H 0.540 -1.505 -2.264
8 H 0.451 1.178 -1.130
9 H 0.509 1.248 3.250

Molecular formula: C3H3N2S3
Method: DFT, ωB97M-V with the def2-TZVPD basis set

Values from the calculation:
- molar mass (g/mol) = 163.3
- multiplicity = 1
- highest occupied orbital energy (spin up / spin down) (eV) = -2.81 / -2.81
- maximum force (eV/A) = 3.4
- electronic energy (Ha) = -1420.14698
- charge = -1
- energy above the lowest of the compared OMol25 structures with the same formula, charge and spin (eV) = 3.025

Cartesian coordinates (Å):
1 C 0.245 -1.170 0.138
2 C 0.774 0.785 0.666
3 C -1.725 0.170 0.051
4 N -1.116 -1.029 0.068
5 N 1.889 1.278 0.021
6 S 1.176 -2.527 -0.018
7 S -3.362 0.106 -0.365
8 S -0.728 1.552 0.128
9 H -1.680 -1.802 -0.304
10 H 2.715 1.349 0.625
11 H 1.812 1.290 -1.012

Molecular formula: C3H3N3O
Method: DFT, ωB97M-V with the def2-TZVPD basis set

Values from the calculation:
- SMILES string = N=C=CC=O.N#N
- molar mass (g/mol) = 97.1
- multiplicity = 1
- highest occupied orbital energy (eV) = -9.60
- maximum force (eV/A) = 1.7
- electronic energy (Ha) = -355.59954
- energy above the lowest of the compared OMol25 structures with the same formula, charge and spin (eV) = 1.098

Cartesian coordinates (Å):
1 N -1.141 -1.174 -1.927
2 C -0.821 -0.360 -1.078
3 N 2.255 0.324 0.868
4 N 2.982 0.164 0.060
5 O -1.705 -0.123 1.800
6 C -0.714 0.343 1.290
7 C -0.512 0.549 -0.172
8 H -0.440 -1.848 -2.230
9 H 0.156 0.646 1.902
10 H -0.061 1.478 -0.514

Molecular formula: C3H3N3O
Method: DFT, ωB97M-V with the def2-TZVPD basis set

Values from the calculation:
- SMILES string = O=c1cn[nH]cn1
- molar mass (g/mol) = 97.1
- multiplicity = 1
- highest occupied orbital energy (eV) = -9.82
- maximum force (eV/A) = 0.8
- electronic energy (Ha) = -355.56295
- energy above the lowest of the compared OMol25 structures with the same formula, charge and spin (eV) = 2.094

Cartesian coordinates (Å):
1 O -0.747 2.107 -0.108
2 C -0.825 0.904 -0.085
3 C -0.682 0.129 1.176
4 N 0.382 -0.579 1.246
5 N 1.038 -0.758 0.025
6 C 0.304 -0.619 -1.151
7 N -0.757 0.095 -1.222
8 H 1.947 -0.319 0.051
9 H -1.292 0.267 2.063
10 H 0.633 -1.226 -1.995

Molecular formula: C3H3N3O
Method: DFT, ωB97M-V with the def2-TZVPD basis set

Values from the calculation:
- SMILES string = N#CN1C=CON1
- molar mass (g/mol) = 97.1
- multiplicity = 1
- highest occupied orbital energy (eV) = -8.12
- maximum force (eV/A) = 3.7
- electronic energy (Ha) = -355.44801
- energy above the lowest of the compared OMol25 structures with the same formula, charge and spin (eV) = 5.221

Cartesian coordinates (Å):
1 C -1.926 -0.282 0.024
2 C 0.417 -0.898 0.332
3 C 1.561 -0.198 0.166
4 N -3.069 -0.286 -0.287
5 N -0.111 1.274 -0.022
6 N -0.639 -0.003 0.212
7 O 1.232 1.191 0.061
8 H 0.272 -1.907 0.467
9 H 2.585 -0.286 0.041
10 H -0.321 1.395 -0.996

Molecular formula: C3H3N3O
Method: DFT, ωB97M-V with the def2-TZVPD basis set

Values from the calculation:
- SMILES string = O=c1[nH]n2ccn12
- molar mass (g/mol) = 97.1
- multiplicity = 1
- highest occupied orbital energy (eV) = -9.58
- maximum force (eV/A) = 1.0
- electronic energy (Ha) = -355.48240
- energy above the lowest of the compared OMol25 structures with the same formula, charge and spin (eV) = 4.285

Cartesian coordinates (Å):
1 O 2.179 -1.226 -0.304
2 C 1.231 -0.548 -0.057
3 N 1.042 0.830 -0.075
4 N -0.125 0.668 0.760
5 C -1.249 0.586 -0.118
6 C -1.241 -0.744 -0.131
7 N -0.018 -0.834 0.652
8 H 1.784 1.398 0.315
9 H -1.696 1.411 -0.639
10 H -1.919 -1.537 -0.402

Molecular formula: C3H3N3O2
Method: DFT, ωB97M-V with the def2-TZVPD basis set

Values from the calculation:
- SMILES string = Oc1cnnnc1O
- molar mass (g/mol) = 113.1
- multiplicity = 1
- highest occupied orbital energy (eV) = -9.63
- maximum force (eV/A) = 6.0
- electronic energy (Ha) = -430.74368
- energy above the lowest of the compared OMol25 structures with the same formula, charge and spin (eV) = 4.825

Cartesian coordinates (Å):
1 C -0.371 -0.470 -0.536
2 C -0.047 0.440 -1.542
3 C -0.087 0.014 0.816
4 H -0.855 -2.126 0.231
5 H -0.263 0.107 -2.550
6 H 0.114 -0.119 2.654
7 N 0.440 1.635 -1.246
8 N 0.932 1.942 -0.036
9 N 0.738 1.153 1.092
10 O -0.401 -1.845 -0.763
11 O -0.200 -0.731 1.880